*w*
{"formula": "C28H70O14", "method": "ωB97M-V with the def2-TZVPD basis set", "smiles": "COCCOC.COCCOC.COCCOC.COCCOC.COCCOC.COCCOC.COCCOC", "species": ["C", "O", "C", "C", "O", "C", "H", "H", "H", "H", "H", "H", "H", "H", "H", "H", "C", "O", "C", "C", "O", "C", "H", "H", "H", "H", "H", "H", "H", "H", "H", "H", "C", "O", "C", "C", "O", "C", "H", "H", "H", "H", "H", "H", "H", "H", "H", "H", "C", "O", "C", "C", "O", "C", "H", "H", "H", "H", "H", "H", "H", "H", "H", "H", "C", "O", "C", "C", "O", "C", "H", "H", "H", "H", "H", "H", "H", "H", "H", "H", "C", "O", "C", "C", "O", "C", "H", "H", "H", "H", "H", "H", "H", "H", "H", "H", "C", "O", "C", "C", "O", "C", "H", "H", "H", "H", "H", "H", "H", "H", "H", "H"], "xyz": [[-0.423, -1.873, -2.020], [-0.183, -2.619, -0.848], [1.242, -2.865, -0.707], [2.279, -1.686, -0.878], [2.031, -0.507, -0.007], [2.574, -0.630, 1.306], [-1.467, -1.915, -2.333], [0.181, -2.084, -2.902], [-0.377, -0.792, -1.889], [1.550, -3.646, -1.403], [1.415, -3.337, 0.260], [2.247, -1.241, -1.873], [3.327, -1.982, -0.836], [3.642, -0.479, 1.150], [2.433, -1.648, 1.671], [2.194, 0.170, 1.941], [3.034, 3.431, 1.670], [3.816, 3.204, 2.850], [3.025, 2.797, 3.953], [2.288, 3.838, 4.812], [1.636, 3.363, 5.998], [0.815, 4.371, 6.518], [3.476, 3.969, 0.831], [2.235, 4.147, 1.865], [2.622, 2.475, 1.347], [3.693, 2.218, 4.591], [2.368, 1.967, 3.696], [1.590, 4.240, 4.078], [2.955, 4.660, 5.069], [1.245, 5.372, 6.481], [0.785, 4.259, 7.602], [-0.135, 4.453, 5.990], [-1.617, -2.249, -8.667], [-1.105, -1.012, -8.281], [-1.972, -0.184, -7.482], [-1.250, 0.848, -6.590], [-0.647, 0.308, -5.535], [0.004, 1.159, -4.575], [-0.859, -2.893, -9.114], [-2.416, -2.168, -9.404], [-1.984, -2.666, -7.729], [-2.527, -0.695, -6.695], [-2.760, 0.273, -8.080], [-1.952, 1.489, -6.058], [-0.645, 1.434, -7.282], [-0.661, 1.928, -4.182], [0.837, 1.679, -5.048], [0.363, 0.464, -3.816], [-6.545, -4.413, -6.557], [-6.967, -3.435, -5.679], [-5.894, -2.604, -5.158], [-6.459, -1.600, -4.116], [-5.585, -0.492, -3.734], [-4.368, -0.840, -3.057], [-6.060, -5.231, -6.024], [-5.975, -4.198, -7.460], [-7.490, -4.855, -6.874], [-5.358, -2.175, -6.004], [-5.127, -3.182, -4.641], [-6.860, -2.082, -3.225], [-7.297, -1.045, -4.537], [-3.777, -0.003, -2.685], [-3.617, -1.503, -3.486], [-4.587, -1.263, -2.077], [-0.865, 1.478, 0.868], [-1.483, 2.223, 1.902], [-1.301, 3.642, 1.840], [-1.960, 4.363, 0.509], [-1.669, 5.705, 0.336], [-2.566, 6.598, 1.057], [-1.457, 1.400, -0.044], [-0.652, 0.502, 1.303], [0.095, 1.864, 0.524], [-0.220, 3.744, 1.742], [-1.734, 4.140, 2.707], [-3.016, 4.096, 0.474], [-1.489, 3.746, -0.257], [-1.880, 7.399, 1.333], [-3.002, 6.236, 1.989], [-3.408, 6.991, 0.488], [5.049, -2.271, 3.393], [5.621, -3.288, 2.531], [4.851, -4.003, 1.626], [5.532, -4.733, 0.416], [6.037, -3.772, -0.576], [7.155, -2.964, -0.159], [4.194, -2.690, 3.924], [4.813, -1.341, 2.875], [5.701, -1.912, 4.188], [4.198, -3.247, 1.190], [4.225, -4.619, 2.273], [4.696, -5.314, 0.027], [6.304, -5.425, 0.750], [6.849, -2.305, 0.654], [7.501, -2.359, -0.997], [7.950, -3.675, 0.069], [1.057, -1.536, 5.345], [-0.169, -0.845, 5.365], [-0.614, 0.033, 4.311], [-1.045, 1.393, 5.025], [-2.310, 1.330, 5.750], [-2.357, 0.344, 6.746], [2.001, -1.021, 5.167], [1.055, -2.227, 4.503], [1.294, -2.032, 6.287], [-1.442, -0.430, 3.774], [0.234, 0.134, 3.634], [-1.039, 2.208, 4.301], [-0.237, 1.842, 5.602], [-3.222, 0.571, 7.368], [-1.545, 0.184, 7.455], [-2.686, -0.583, 6.277]]}

=====

*x*
{"formula": "C28H70O14", "method": "ωB97M-V with the def2-TZVPD basis set", "species": ["C", "O", "C", "C", "O", "C", "H", "H", "H", "H", "H", "H", "H", "H", "H", "H", "C", "O", "C", "C", "O", "C", "H", "H", "H", "H", "H", "H", "H", "H", "H", "H", "C", "O", "C", "C", "O", "C", "H", "H", "H", "H", "H", "H", "H", "H", "H", "H", "C", "O", "C", "C", "O", "C", "H", "H", "H", "H", "H", "H", "H", "H", "H", "H", "C", "O", "C", "C", "O", "C", "H", "H", "H", "H", "H", "H", "H", "H", "H", "H", "C", "O", "C", "C", "O", "C", "H", "H", "H", "H", "H", "H", "H", "H", "H", "H", "C", "O", "C", "C", "O", "C", "H", "H", "H", "H", "H", "H", "H", "H", "H", "H"], "xyz": [[2.489, -2.914, 3.269], [2.257, -3.113, 1.920], [3.168, -4.042, 1.301], [4.549, -3.381, 0.999], [5.604, -4.043, 1.715], [6.852, -3.387, 1.494], [3.440, -2.404, 3.424], [2.408, -3.855, 3.814], [1.681, -2.283, 3.640], [2.557, -4.368, 0.459], [3.103, -4.865, 2.013], [4.515, -2.370, 1.405], [4.775, -3.444, -0.066], [7.732, -3.820, 1.969], [6.828, -2.337, 1.782], [7.049, -3.471, 0.425], [-0.407, -2.669, -0.938], [0.642, -1.751, -0.658], [1.093, -1.780, 0.721], [1.380, -0.377, 1.318], [0.261, 0.493, 1.058], [0.331, 1.853, 1.657], [-1.250, -2.098, -1.327], [-0.735, -3.287, -0.103], [-0.156, -3.352, -1.749], [1.884, -2.487, 0.973], [0.299, -2.199, 1.340], [2.107, 0.185, 0.731], [1.817, -0.383, 2.317], [1.339, 2.244, 1.515], [-0.033, 1.865, 2.685], [-0.435, 2.490, 1.214], [-2.293, 2.534, 3.672], [-0.927, 2.175, 3.702], [-0.611, 1.517, 4.901], [-0.230, 2.552, 6.024], [0.052, 1.838, 7.253], [-0.216, 2.547, 8.466], [-2.434, 3.023, 2.708], [-2.755, 3.147, 4.446], [-2.867, 1.635, 3.447], [0.319, 0.955, 4.806], [-1.386, 0.809, 5.197], [-1.167, 3.075, 6.211], [0.536, 3.270, 5.730], [0.174, 1.977, 9.309], [-1.297, 2.659, 8.551], [0.084, 3.590, 8.572], [3.739, 0.271, -7.467], [3.873, -0.188, -6.120], [2.962, 0.209, -5.164], [3.180, -0.471, -3.830], [2.145, -0.029, -3.014], [2.041, -0.640, -1.800], [2.767, 0.601, -7.833], [4.042, -0.538, -8.132], [4.456, 1.083, -7.588], [2.000, -0.109, -5.565], [2.819, 1.275, -4.984], [4.094, -0.169, -3.318], [3.084, -1.550, -3.948], [1.013, -0.716, -1.445], [2.654, -0.187, -1.021], [2.379, -1.667, -1.940], [-1.898, -0.747, -3.769], [-1.003, -1.646, -4.421], [-0.205, -2.422, -3.499], [0.758, -3.198, -4.391], [1.887, -3.632, -3.614], [2.820, -4.490, -4.277], [-2.240, -0.124, -4.595], [-1.360, -0.238, -2.968], [-2.692, -1.186, -3.166], [-0.755, -3.259, -3.071], [0.367, -1.793, -2.817], [1.125, -2.649, -5.258], [0.252, -4.034, -4.874], [2.443, -5.428, -4.686], [3.627, -4.699, -3.574], [3.154, -3.905, -5.134], [-1.813, -0.099, -0.233], [-2.422, -1.125, -0.971], [-3.682, -1.691, -0.518], [-4.775, -0.658, -0.335], [-4.619, 0.272, 0.743], [-5.792, 1.090, 0.993], [-1.376, -0.473, 0.693], [-2.530, 0.715, -0.119], [-0.928, 0.280, -0.745], [-3.546, -2.274, 0.393], [-3.939, -2.442, -1.266], [-5.649, -1.204, 0.021], [-4.991, -0.123, -1.259], [-6.661, 0.589, 1.420], [-6.059, 1.656, 0.101], [-5.503, 1.735, 1.822], [-4.735, 7.522, 0.454], [-4.237, 6.236, 0.905], [-3.785, 5.330, -0.049], [-2.921, 4.131, 0.574], [-2.205, 3.582, -0.506], [-1.472, 2.435, -0.083], [-5.732, 7.252, 0.106], [-4.137, 8.082, -0.265], [-4.815, 8.202, 1.301], [-3.100, 5.871, -0.702], [-4.671, 5.005, -0.595], [-3.616, 3.427, 1.033], [-2.194, 4.602, 1.235], [-1.156, 2.357, 0.957], [-0.563, 2.469, -0.684], [-2.026, 1.570, -0.448]]}

=====

Stability, highest: *w*

=====

*w*
{"formula": "C31H29N4O2PSZn", "method": "ωB97M-V with the def2-TZVPD basis set", "species": ["Zn", "N", "C", "C", "C", "C", "C", "C", "S", "O", "O", "N", "C", "N", "C", "C", "C", "N", "H", "H", "H", "H", "H", "H", "H", "H", "H", "C", "C", "C", "C", "C", "C", "C", "P", "C", "C", "C", "C", "C", "C", "C", "C", "C", "C", "C", "C", "C", "C", "H", "H", "H", "H", "H", "H", "H", "H", "H", "H", "H", "H", "H", "H", "H", "H", "H", "H", "H", "H"], "xyz": [[0.399, 0.322, -0.211], [6.693, 2.492, -3.540], [5.791, 1.654, -2.940], [4.501, 1.504, -3.463], [3.580, 0.692, -2.832], [3.937, 0.007, -1.682], [5.220, 0.122, -1.164], [6.142, 0.933, -1.790], [2.750, -0.916, -0.765], [3.297, -2.176, -0.358], [1.514, -0.967, -1.576], [2.315, 0.037, 0.432], [2.383, -0.236, 1.765], [3.543, -0.511, 2.366], [3.512, -0.661, 3.683], [2.351, -0.538, 4.429], [1.187, -0.330, 3.708], [1.185, -0.200, 2.389], [6.437, 3.012, -4.356], [7.621, 2.591, -3.178], [4.231, 2.033, -4.369], [2.581, 0.573, -3.233], [5.481, -0.431, -0.270], [7.146, 1.021, -1.393], [4.460, -0.894, 4.157], [2.347, -0.622, 5.505], [0.218, -0.288, 4.191], [-5.326, 0.014, 1.604], [-5.026, -0.776, 0.358], [-6.060, -1.540, -0.180], [-5.904, -2.288, -1.336], [-4.685, -2.284, -1.991], [-3.640, -1.542, -1.468], [-3.784, -0.783, -0.304], [-2.227, 0.083, 0.180], [-2.221, -0.037, 2.007], [-2.389, 1.094, 2.801], [-2.513, 0.981, 4.177], [-2.465, -0.272, 4.770], [-2.238, -1.395, 3.988], [-2.086, -1.298, 2.607], [-1.789, -2.529, 1.794], [-2.535, 1.829, -0.226], [-3.809, 2.289, -0.580], [-4.002, 3.573, -1.051], [-2.906, 4.409, -1.230], [-1.642, 3.960, -0.903], [-1.424, 2.684, -0.365], [-0.060, 2.273, 0.041], [-6.402, 0.156, 1.702], [-4.852, 0.990, 1.589], [-4.974, -0.511, 2.494], [-7.020, -1.532, 0.323], [-6.736, -2.861, -1.723], [-4.549, -2.857, -2.899], [-2.678, -1.551, -1.968], [-2.464, 2.066, 2.327], [-2.656, 1.869, 4.780], [-2.592, -0.371, 5.841], [-2.180, -2.370, 4.458], [-1.587, -3.380, 2.442], [-0.913, -2.357, 1.164], [-2.623, -2.788, 1.139], [-4.664, 1.630, -0.510], [-4.999, 3.918, -1.291], [-3.041, 5.411, -1.619], [-0.785, 4.608, -1.045], [0.030, 2.288, 1.134], [0.684, 2.963, -0.356]]}

=====

*x*
{"formula": "C31H29N4O2PSZn", "method": "ωB97M-V with the def2-TZVPD basis set", "species": ["Zn", "N", "C", "C", "C", "C", "C", "C", "S", "O", "O", "N", "C", "N", "C", "C", "C", "N", "H", "H", "H", "H", "H", "H", "H", "H", "H", "C", "C", "C", "C", "C", "C", "C", "P", "C", "C", "C", "C", "C", "C", "C", "C", "C", "C", "C", "C", "C", "C", "H", "H", "H", "H", "H", "H", "H", "H", "H", "H", "H", "H", "H", "H", "H", "H", "H", "H", "H", "H"], "xyz": [[-0.085, -0.592, 1.083], [-6.860, -4.075, 2.687], [-5.807, -3.502, 2.024], [-4.491, -3.760, 2.422], [-3.431, -3.171, 1.762], [-3.674, -2.320, 0.690], [-4.976, -2.055, 0.280], [-6.033, -2.642, 0.943], [-2.342, -1.545, -0.131], [-2.664, -1.405, -1.521], [-1.119, -2.318, 0.203], [-1.971, -0.175, 0.596], [-2.602, 1.026, 0.411], [-3.843, 1.065, -0.077], [-4.366, 2.277, -0.233], [-3.692, 3.440, 0.087], [-2.416, 3.276, 0.614], [-1.860, 2.088, 0.778], [-6.696, -4.764, 3.396], [-7.795, -3.970, 2.343], [-4.307, -4.432, 3.252], [-2.413, -3.378, 2.060], [-5.141, -1.388, -0.555], [-7.049, -2.441, 0.625], [-5.370, 2.310, -0.645], [-4.133, 4.415, -0.056], [-1.810, 4.131, 0.897], [4.113, 1.278, -2.303], [3.301, 0.084, -2.724], [3.534, -0.481, -3.974], [2.803, -1.565, -4.432], [1.807, -2.115, -3.641], [1.554, -1.567, -2.394], [2.295, -0.479, -1.925], [1.800, 0.095, -0.278], [1.833, 1.912, -0.252], [2.652, 2.591, 0.645], [2.610, 3.973, 0.733], [1.741, 4.682, -0.082], [0.915, 4.007, -0.969], [0.937, 2.620, -1.067], [0.023, 1.920, -2.033], [2.992, -0.502, 0.944], [4.269, -0.947, 0.594], [5.092, -1.541, 1.532], [4.626, -1.702, 2.835], [3.360, -1.270, 3.182], [2.506, -0.658, 2.258], [1.123, -0.226, 2.642], [5.011, 1.353, -2.914], [4.413, 1.228, -1.257], [3.542, 2.201, -2.424], [4.311, -0.057, -4.600], [3.011, -1.977, -5.411], [1.225, -2.957, -3.992], [0.762, -1.978, -1.778], [3.327, 2.027, 1.278], [3.252, 4.492, 1.433], [1.701, 5.762, -0.024], [0.229, 4.565, -1.595], [-0.739, 2.605, -2.405], [-0.486, 1.074, -1.564], [0.576, 1.526, -2.889], [4.607, -0.857, -0.431], [6.077, -1.889, 1.248], [5.253, -2.174, 3.581], [3.007, -1.405, 4.198], [1.092, 0.868, 2.690], [0.889, -0.611, 3.633]]}

=====

Stability, highest: *x*

=====

*w*
{"formula": "C2H16O5", "method": "ωB97M-V with the def2-TZVPD basis set", "smiles": "CC.O.O.O.O.O", "species": ["C", "C", "H", "H", "H", "H", "H", "H", "O", "H", "H", "O", "H", "H", "O", "H", "H", "O", "H", "H", "O", "H", "H"], "xyz": [[0.894, 0.359, -1.604], [0.963, 0.696, -0.136], [0.241, -0.541, -1.680], [1.864, -0.044, -2.146], [0.401, 1.114, -2.246], [-0.016, 1.207, 0.147], [1.196, -0.218, 0.543], [1.879, 1.285, 0.022], [2.547, -4.319, -1.112], [3.526, -4.301, -1.219], [2.229, -3.538, -1.524], [0.068, 4.008, 2.032], [0.831, 3.600, 1.693], [-0.582, 3.487, 1.577], [-0.485, -2.351, 0.095], [-0.968, -3.142, -0.274], [-0.596, -1.722, -0.627], [-2.077, 2.625, 0.716], [-2.628, 3.167, 1.297], [-2.157, 1.726, 1.060], [-2.425, -0.744, 0.929], [-3.103, -1.151, 1.482], [-1.599, -1.204, 0.976]]}

=====

*x*
{"formula": "C2H16O5", "method": "ωB97M-V with the def2-TZVPD basis set", "smiles": "CC.O.O.O.O.O", "species": ["C", "C", "H", "H", "H", "H", "H", "H", "O", "H", "H", "O", "H", "H", "O", "H", "H", "O", "H", "H", "O", "H", "H"], "xyz": [[0.560, -2.502, -1.640], [0.134, -1.298, -0.790], [1.059, -3.285, -1.095], [1.261, -2.312, -2.440], [-0.315, -2.961, -2.154], [0.738, -0.421, -1.016], [-0.988, -1.087, -1.001], [0.229, -1.466, 0.378], [-0.081, -4.826, -0.052], [-0.394, -3.932, 0.347], [-0.617, -5.097, -0.780], [1.670, 1.830, -0.625], [1.801, 2.255, 0.251], [2.262, 2.297, -1.179], [-2.410, 1.719, 0.404], [-2.354, 1.204, -0.371], [-2.952, 1.069, 0.909], [1.411, 2.816, 2.663], [0.969, 2.343, 1.741], [1.076, 3.690, 2.451], [-0.677, 3.513, 1.246], [-1.035, 3.416, 2.080], [-1.347, 3.034, 0.673]]}

=====

Stability, highest: *w*